1.
Density functional theory data (the ωB97M-V functional and the def2-TZVPD basis) for an isolated molecule of C11H14S2 at a distorted geometry.

Geometry (Å):
S 2.6682 1.7653 -1.3317
S 3.5252 -0.3836 0.5333
C -1.4925 -0.8385 0.2204
C 1.7329 2.0619 0.2671
C -2.5569 -1.9179 0.2053
C 3.1558 0.0386 -1.2110
C -3.0741 0.7231 -1.0078
C -0.2604 -1.1243 0.8363
C 0.7938 -0.2250 0.9185
C 0.6121 1.0826 0.2932
C -0.6359 1.3857 -0.3013
C 1.9996 -0.8248 1.5265
C -1.7962 0.4754 -0.2804
H -3.5076 -1.4777 0.5561
H -3.1090 0.0608 -1.8527
H 2.4986 -0.7378 -1.6546
H -2.9075 1.6487 -1.5304
H -0.6043 2.2725 -0.8645
H -2.4311 -2.4685 -0.7751
H -0.1143 -2.1789 1.0782
H 2.3496 2.0206 1.2070
H 2.1820 -0.4781 2.5666
H 1.9878 -1.9294 1.4832
H 4.0360 -0.0656 -1.7984
H 1.3030 3.0335 0.2468
H -4.0083 0.7143 -0.3448
H -2.3464 -2.6331 1.0143

Computed properties:
Energy (hartree): -1223.87801
Spin multiplicity: 1
Net charge: 0
LUMO level (eV): 0.783
Kohn-Sham gap (eV): 9.0
HOMO (eV): -8.174
Relative energy (zero: lowest compared OMol25 entry of this formula, charge and spin) (kcal per mole): 27.8
SMILES: Cc1cc2c(cc1C)CSCSC2

2.
Density functional theory data (the ωB97M-V functional and the def2-TZVPD basis) for the ion C6H13N2 with charge +1 at a distorted geometry.

Geometry (Å):
N 1.3868 0.2914 2.8157
N -2.0213 0.5372 -1.9403
C -0.0725 0.2489 0.7617
C 1.1607 1.1701 0.3091
C -0.6185 -0.7604 -0.1278
C 0.2196 -0.1253 2.0736
C -1.1048 -0.3653 -1.4992
C -0.6468 -1.4160 -2.5364
H -2.0211 0.5762 -2.9135
H 2.0210 0.5064 0.3446
H 0.2707 -1.9033 -2.1762
H 2.0834 -0.4207 3.0523
H 1.6919 1.0882 2.2709
H 1.1376 0.8799 3.6570
H -1.4614 -2.0904 -2.5935
H -0.3754 -0.9241 -3.4449
H -1.0253 -1.3353 0.6177
H -0.5660 -0.6450 2.5529
H 1.2142 1.4030 -0.8585
H 1.3289 2.0662 0.8910
H -2.6017 1.2185 -1.2565

Computed properties:
Energy (hartree): -345.50287
Spin multiplicity: 1
Net charge: +1
LUMO level (eV): -3.365
Kohn-Sham gap (eV): 7.1
HOMO (eV): -10.477
Relative energy (zero: lowest compared OMol25 entry of this formula, charge and spin) (kcal per mole): 121.2
SMILES: C/C(N)=C/C(C)=C/[NH3+]

3.
Density functional theory data (the ωB97M-V functional and the def2-TZVPD basis) for a cluster of 2 separate species, C10H16O in total at a distorted geometry.

Geometry (Å):
O -2.2893 1.1822 -0.4620
C 1.0042 1.9375 0.7263
C -0.8818 -2.8648 1.7589
C -1.1304 -2.0828 -0.6514
C -1.0010 1.5379 -0.4930
C -1.5592 -1.9140 0.8145
C 3.2286 1.8794 -0.4462
C -0.3563 1.9257 0.6921
C -0.2402 1.0434 -1.6095
C 1.1095 1.0462 -1.5545
C 1.7778 1.5814 -0.4195
H 0.2059 -2.9252 1.6591
H 1.5264 2.2394 1.6208
H 1.6737 0.6995 -2.4070
H 3.3558 2.8762 -0.0124
H -2.6471 -1.9454 0.7839
H -0.8609 2.1171 1.6293
H 3.6092 1.8962 -1.4439
H -1.2092 -3.8964 1.6305
H -0.1163 -1.7258 -0.8376
H -2.8857 1.9441 -0.5135
H -1.3339 -0.9017 1.1542
H 3.7957 1.1948 0.1849
H -1.0797 -3.1607 -0.8303
H -0.8103 0.6038 -2.4187
H -1.8521 -1.6838 -1.3621
H -1.0335 -2.6041 2.8068

Computed properties:
Energy (hartree): -465.55272
Spin multiplicity: 2
Net charge: +1
LUMO level (alpha / beta) (eV): -4.223 / -7.768
Kohn-Sham gap (alpha / beta) (eV): 9.8 / 6.2
HOMO (alpha / beta) (eV): -13.992 / -13.991
Relative energy (zero: lowest compared OMol25 entry of this formula, charge and spin) (kcal per mole): 19.5

4.
Density functional theory data (the ωB97M-V functional and the def2-TZVPD basis) for a structure of composition CH6Na8O6 at a distorted geometry.

Geometry (Å):
Na 7.1971 11.9185 -3.8056
Na 9.3181 9.8081 -5.5932
Na 12.3086 12.7042 -6.8590
Na 7.1407 11.5651 -10.4932
Na 10.3102 13.3442 -4.6328
Na 10.0223 13.5322 -9.3075
Na 6.2837 10.9024 -7.0901
Na 9.6963 10.3430 -9.1074
O 8.2186 12.2396 -8.0416
O 11.4635 9.2504 -7.1801
O 9.9846 11.9214 -6.8982
O 8.3349 15.6697 -7.7438
O 8.2590 12.4991 -5.9315
O 5.5488 13.5502 -6.7499
C 8.8235 12.2253 -6.9681
H 7.7850 15.5855 -8.5228
H 8.3911 14.7811 -7.3925
H 5.3349 13.5285 -5.8171
H 12.0924 9.8430 -6.7683
H 6.4855 13.7455 -6.7767
H 11.4456 8.4837 -6.6073

Computed properties:
Energy (hartree): -1787.75871
Spin multiplicity: 2
Net charge: +7
LUMO level (alpha / beta) (eV): -24.698 / -29.722
Kohn-Sham gap (alpha / beta) (eV): 9.4 / 4.1
HOMO (alpha / beta) (eV): -34.061 / -33.836

5.
Density functional theory data (the ωB97M-V functional and the def2-TZVPD basis) for a structure of composition C24H25Cl2N2O7P2RhS at a distorted geometry.

Geometry (Å):
Rh -0.0556 0.8399 -0.0104
Cl -1.1262 1.7456 -4.2872
Cl -0.4683 2.8790 -1.6943
S 2.1856 1.5497 0.4083
P 0.4032 -0.9262 1.5485
P 0.5429 -0.7773 -1.7256
O -7.2495 -1.3061 2.7787
O -1.2768 2.0808 1.5300
O -3.0794 3.2605 2.1210
O -4.4587 -2.8065 -0.9440
O -6.6589 0.4587 3.8631
O -2.3854 -2.3022 -0.6546
O -2.2346 0.3326 -0.4532
N -3.5804 -2.1101 -0.4712
N -6.5062 -0.3646 2.9821
C 5.2521 4.5365 -1.0469
C -1.7724 2.2997 -2.7419
C -2.4919 2.2697 1.7271
C 1.4113 -0.5649 3.0353
C -0.4360 -1.8082 -2.8817
C -5.0737 -1.1860 1.1820
C -3.1113 0.1309 0.4267
C 2.8880 -4.0286 0.5746
C -0.8949 -2.0204 2.2284
C 2.9376 -3.9683 -0.8083
C 1.4690 -2.0541 -0.7910
C -5.3708 -0.2199 2.1296
C 5.3579 3.2013 -1.4077
C 4.1731 4.9624 -0.2871
C 4.4021 2.2911 -1.0011
C 1.4219 -2.1160 0.6035
C 3.2072 4.0623 0.1181
C -4.5208 0.8846 2.2891
C -3.4317 1.0445 1.4815
C 2.2297 -2.9904 -1.4805
C 1.8246 -0.1054 -2.8573
C -3.9514 -1.0427 0.3900
C 2.1318 -3.1063 1.2726
C 3.3216 2.7169 -0.2299
H -1.5637 -1.4340 2.8571
H -0.9930 -1.1568 -3.5524
H 6.0115 5.2385 -1.3548
H -1.4536 -2.4356 1.3919
H -2.4574 3.1219 -2.9407
H 4.4973 1.2480 -1.2621
H 1.5218 -1.4485 3.6603
H 2.3638 4.3731 0.7153
H 2.3874 -0.1881 2.7366
H 2.2631 -2.9653 -2.5586
H -0.4407 -2.8200 2.8110
H 2.5832 0.4115 -2.2748
H 4.0928 6.0009 -0.0002
H -4.7482 1.6094 3.0585
H 3.5270 -4.6799 -1.3644
H 2.0937 -3.1585 2.3498
H 3.4284 -4.7955 1.1068
H 0.8983 0.2176 3.5923
H 2.2821 -0.8931 -3.4499
H 1.3473 0.6179 -3.5175
H -2.2563 1.4590 -2.2395
H 0.2173 -2.4538 -3.4676
H -5.6885 -2.0711 1.0892
H 6.1970 2.8668 -1.9997
H -1.1357 -2.4068 -2.3030

Computed properties:
Energy (hartree): -3677.42512
Spin multiplicity: 1
Net charge: 0
LUMO level (alpha / beta) (eV): -1.826 / -1.826
Kohn-Sham gap (alpha / beta) (eV): 6.4 / 6.4
HOMO (alpha / beta) (eV): -8.181 / -8.181
Relative energy (zero: lowest compared OMol25 entry of this formula, charge and spin) (kcal per mole): 68.7

6.
Density functional theory data (the ωB97M-V functional and the def2-TZVPD basis) for a structure of composition C29H51NO2RhSSi2 at a distorted geometry.

Geometry (Å):
Rh -0.4263 2.1143 0.3013
S -4.9450 2.2075 -0.0174
Si 0.8795 4.0305 0.8475
Si -2.5901 -3.4739 -1.2245
O 3.5129 -3.4023 1.4518
O 2.7147 1.2741 -0.6752
N -2.3753 2.1489 -0.4519
C -1.0437 -0.0042 2.6512
C 1.2488 2.7524 2.2091
C 0.5062 3.2798 -0.8833
C -3.0209 3.2348 -3.9842
C -0.6410 5.0029 1.3877
C -1.9371 -0.5660 3.5936
C 4.6381 -0.1537 0.1836
C -4.3953 3.5076 -3.8595
C -2.8991 1.1385 1.6405
C 2.9572 -4.4776 0.7091
C 2.6298 0.3972 -1.8228
C -1.0004 -2.5312 -1.4289
C 4.0593 -5.2668 0.0293
C -2.9289 2.5864 -1.6654
C -3.3060 1.8221 0.4498
C -3.8033 0.5958 2.5891
C -1.5251 0.9141 1.7358
C 2.4170 5.0086 0.5038
C 3.4127 0.7350 0.4455
C -2.2756 2.7673 -2.8926
C 3.3834 -1.9346 3.3411
C -2.4488 -4.8489 -2.4788
C -3.3052 -0.2440 3.5826
C -4.0088 -2.2865 -1.5619
C 3.0077 1.1026 -3.1186
C -4.3355 2.7395 -1.5831
C -2.6106 -4.1050 0.5495
C -5.0657 3.2534 -2.6479
C 2.6276 -2.8893 2.4394
H 0.0086 -0.2849 2.6346
H 5.1210 0.0095 -0.7873
H 2.2103 -3.6995 3.0681
H -1.5535 4.3851 1.4163
H -0.6684 -2.1774 -2.4114
H 3.6001 -6.0030 -0.6306
H -2.3225 -4.4068 -3.4777
H -0.8153 5.8264 0.6859
H -0.4860 5.4196 2.3907
H 1.5901 0.0506 -1.9047
H 1.2885 2.8151 -1.5167
H 3.2880 -0.4832 -1.6926
H 4.2546 -2.4226 3.7893
H 3.9646 1.6432 -3.0600
H 5.3670 0.0827 0.9640
H -4.8652 -2.9096 -1.8529
H -4.9479 3.9180 -4.7002
H -3.1768 -3.4284 1.2112
H 2.5288 5.7941 1.2599
H 3.1036 0.3323 -3.8942
H 3.7134 1.6313 1.0033
H -3.3336 -5.4985 -2.4871
H -2.5293 3.4034 -4.9385
H 0.8463 3.1743 3.1374
H 2.2300 1.8046 -3.4355
H 2.3448 5.4633 -0.4908
H -1.5615 -5.4723 -2.2792
H -6.1203 3.4641 -2.5175
H -3.7703 -1.6146 -2.3954
H 4.3935 -1.2220 0.2947
H -4.3038 -1.6539 -0.7167
H 1.7767 -2.3601 1.9683
H 2.2626 -4.0763 -0.0500
H 2.7088 -1.6247 4.1406
H 3.2913 4.3469 0.5285
H -0.1280 3.9430 -1.5021
H 3.7271 -1.0456 2.8031
H -1.5963 -4.2007 0.9736
H -3.9757 -0.6386 4.3444
H 2.6990 0.1492 1.0616
H -4.8574 0.8631 2.5334
H 4.6542 -5.8015 0.7756
H 0.8348 1.7267 2.1250
H -3.0839 -5.0956 0.5796
H -1.5572 -1.2502 4.3522
H 2.3941 -5.1636 1.3687
H 2.3369 2.6394 2.2822
H -1.3396 -1.6643 -0.8853
H 4.7281 -4.6360 -0.5611
H -0.1647 -3.0112 -0.8929
H -1.2169 2.5299 -2.9573

Computed properties:
Energy (hartree): -2428.15908
Spin multiplicity: 5
Net charge: +1
LUMO level (alpha / beta) (eV): -3.423 / -5.798
Kohn-Sham gap (alpha / beta) (eV): 6.7 / 5.6
HOMO (alpha / beta) (eV): -10.133 / -11.364
Relative energy (zero: lowest compared OMol25 entry of this formula, charge and spin) (kcal per mole): 28.6

7.
Density functional theory data (the ωB97M-V functional and the def2-TZVPD basis) for an isolated molecule of C21H23N3O3 at a distorted geometry.

Geometry (Å):
O -0.9439 -1.0553 -2.1827
O 3.5155 2.5523 -0.0458
O -0.7940 1.5862 -0.2122
N 0.1326 2.0801 0.6350
N 0.3618 -2.2602 2.2286
N 2.7565 2.1915 2.0515
C -1.0210 0.3559 -2.3068
C -3.7653 -2.6981 -3.8591
C -0.1821 0.9855 -1.2459
C -1.7372 -1.6157 -4.8715
C -4.0964 -2.7760 -1.4881
C -2.5666 -2.0177 -3.6891
C -0.0077 -0.0731 3.1023
C 1.1693 1.0812 -1.0800
C -2.9057 -2.0958 -1.2798
C 2.0621 -0.5965 2.0527
C 4.0115 2.6311 2.6298
C 1.3112 1.7858 0.1426
C 3.8946 4.0211 3.2475
C -0.3996 -1.3766 2.8519
C 1.2549 0.3379 2.6893
C 1.5639 -1.8730 1.8420
C -2.1504 -1.7181 -2.3921
C 2.6182 2.2185 0.7086
C -2.4205 -1.7707 0.0986
C 1.7079 1.7541 2.9463
C -4.5279 -3.0712 -2.7688
H -2.0110 -0.6138 -5.2056
H -4.0975 -2.9365 -4.8591
H -1.8973 -2.3021 -5.6994
H 4.3298 1.9025 3.3824
H -2.3562 -0.6921 0.2419
H -0.6448 0.6637 -3.2931
H -2.0544 0.7032 -2.1927
H 0.8434 2.4215 2.8736
H 2.0995 1.8124 3.9665
H -4.6898 -3.0747 -0.6364
H 4.8578 4.3296 3.6443
H -3.0918 -2.1818 0.8475
H 3.0531 -0.3359 1.7130
H 4.7444 2.6505 1.8200
H 3.5845 4.7364 2.4901
H -1.3752 -1.7328 3.1550
H -0.6819 -1.6146 -4.6084
H 3.1662 4.0323 4.0555
H -5.4588 -3.5983 -2.9165
H -1.4242 -2.1821 0.2529
H 1.9508 0.7182 -1.7110
H 2.1569 -2.6233 1.3358
H -0.6736 0.6173 3.5962

Computed properties:
Energy (hartree): -1203.97708
Spin multiplicity: 1
Net charge: 0
LUMO level (eV): 0.720
Kohn-Sham gap (eV): 9.7
HOMO (eV): -8.936
Relative energy (zero: lowest compared OMol25 entry of this formula, charge and spin) (kcal per mole): 91.5
SMILES: CCN(Cc1ccncc1)C(=O)c1cc(COc2c(C)cccc2C)on1